[1]
# C25H35AsBrI3IrN2O2Si3

A molecular structure, C25H35AsBrI3IrN2O2Si3 at a distorted geometry (wB97M-V/def2-TZVPD, the OMol25 dataset).

Positions of all 73 atoms, in Å:
Ir (-0.46, -1.13, 1.07)
I (-3.11, 2.63, -1.73)
C (-3.62, 0.67, -1.26)
C (-4.83, 0.15, -1.76)
C (-5.21, -1.13, -1.46)
I (-6.97, -1.86, -2.29)
C (-4.42, -1.91, -0.59)
C (-4.75, -3.21, -0.15)
C (-3.96, -3.86, 0.76)
C (-2.80, -3.23, 1.22)
N (-2.42, -2.04, 0.79)
C (-3.21, -1.36, -0.10)
C (-2.76, -0.06, -0.47)
O (-1.60, 0.37, -0.02)
H (-5.45, 0.76, -2.40)
H (-5.65, -3.69, -0.53)
H (-4.22, -4.84, 1.13)
H (-2.18, -3.71, 1.96)
Br (0.55, -7.07, 1.79)
C (0.21, -5.73, 3.06)
C (-0.10, -6.12, 4.36)
C (-0.37, -5.18, 5.33)
C (-0.33, -3.82, 5.02)
C (-0.02, -3.42, 3.73)
C (0.25, -4.37, 2.75)
I (0.70, -3.75, 0.80)
H (-0.13, -7.18, 4.59)
H (-0.61, -5.50, 6.34)
H (-0.55, -3.08, 5.77)
H (0.03, -2.37, 3.49)
C (2.93, 4.55, -1.97)
Si (1.11, 4.38, -1.75)
C (0.22, 4.92, -3.28)
C (0.50, 5.35, -0.29)
As (0.54, 2.12, -1.26)
Si (1.13, 1.71, 1.02)
C (-0.16, 2.50, 2.09)
C (2.80, 2.46, 1.21)
C (3.07, -1.46, 2.15)
Si (1.39, 0.57, -2.88)
C (3.21, 0.84, -2.94)
C (0.51, 1.09, -4.42)
C (0.91, -1.16, -2.43)
H (3.18, 5.61, -1.94)
H (3.25, 4.16, -2.95)
H (3.51, 4.04, -1.19)
H (0.65, 5.87, -3.62)
H (-0.85, 5.09, -3.08)
H (0.29, 4.20, -4.09)
H (0.46, 6.41, -0.56)
H (1.16, 5.26, 0.57)
H (-0.50, 5.04, 0.00)
H (-0.12, 3.59, 2.02)
H (0.01, 2.21, 3.13)
H (-1.16, 2.17, 1.78)
H (2.74, 3.55, 1.13)
H (3.51, 2.09, 0.46)
H (3.20, 2.22, 2.21)
H (2.41, -1.67, 2.99)
H (3.94, -0.89, 2.50)
H (3.45, -2.39, 1.72)
H (3.46, 1.89, -3.03)
H (3.62, 0.31, -3.81)
H (3.67, 0.44, -2.03)
H (0.62, 2.15, -4.61)
H (-0.56, 0.86, -4.34)
H (0.91, 0.55, -5.29)
H (1.80, -1.76, -2.22)
H (0.34, -1.62, -3.24)
H (0.28, -1.17, -1.53)
O (2.95, -0.41, 0.03)
C (2.40, -0.62, 1.09)
N (1.16, 0.00, 1.43)

Its total energy is -215219.2624 eV. The calculation puts the strongest force on any atom at 1.33 eV/A. The energy above the lowest of the compared OMol25 structures with the same formula, charge and spin is 12.4 kcal per mole. Its HOMO energy (spin up / spin down) is -9.78 / -10.29 eV. The value obtained for the frontier orbital gap (spin up / spin down) is 6.95 / 5.80 eV. As for the net charge: +1. The spin multiplicity is 5. As for the LUMO energy (spin up / spin down): -2.8258 / -4.4894 eV.

Results of the Löwdin charge analysis, in e, for atoms 1 through 8: Ir 1.08; I 0.98; C -0.62; C -0.22; C -0.67; I 0.97; C -0.20; C -0.01

***

[2]
# C37H81O12P

3 unconnected molecules or ions with the total composition C37H81O12P at a distorted geometry (wB97M-V/def2-TZVPD, the OMol25 dataset).

Positions of all 131 atoms, in Å:
C (-3.80, -6.96, 5.36)
C (-3.45, -8.28, 4.70)
C (-2.54, -8.11, 3.52)
C (-3.03, -7.11, 2.46)
C (-3.11, -7.75, 1.12)
C (-3.55, -6.87, -0.02)
C (-2.44, -6.08, -0.70)
C (-2.20, -4.70, -0.12)
C (-1.44, -3.77, -1.05)
C (-0.36, -4.45, -1.85)
C (0.10, -3.61, -3.01)
C (1.32, -4.16, -3.69)
C (2.00, -3.10, -4.52)
C (2.78, -3.66, -5.68)
C (3.93, -2.74, -6.06)
O (-0.83, -2.74, -0.26)
C (-1.09, -1.40, -0.67)
C (-1.21, -0.53, 0.53)
O (-0.01, -0.46, 1.24)
O (-1.59, 0.71, 0.03)
C (-1.89, 1.66, 1.03)
C (-3.15, 1.31, 1.76)
C (-4.18, 0.76, 0.85)
C (-5.53, 0.57, 1.55)
P (-5.61, -0.98, 2.42)
O (-6.29, -0.87, 3.67)
O (-4.10, -1.35, 2.60)
C (-3.81, -2.62, 3.22)
C (-2.31, -2.80, 3.18)
O (-6.32, -2.07, 1.54)
C (-5.58, -2.64, 0.44)
C (-5.91, -1.99, -0.88)
H (-4.70, -6.55, 4.95)
H (-2.99, -6.28, 5.22)
H (-3.98, -7.09, 6.41)
H (-4.35, -8.80, 4.42)
H (-2.93, -8.85, 5.43)
H (-2.42, -9.05, 3.01)
H (-1.57, -7.82, 3.84)
H (-2.28, -6.35, 2.39)
H (-3.96, -6.66, 2.74)
H (-3.86, -8.52, 1.21)
H (-2.20, -8.26, 0.89)
H (-3.99, -7.52, -0.75)
H (-4.30, -6.18, 0.32)
H (-2.59, -6.01, -1.75)
H (-1.54, -6.65, -0.56)
H (-1.72, -4.71, 0.83)
H (-3.16, -4.26, 0.05)
H (-2.15, -3.36, -1.75)
H (0.49, -4.62, -1.22)
H (-0.68, -5.39, -2.26)
H (-0.70, -3.62, -3.72)
H (0.27, -2.59, -2.71)
H (1.01, -4.93, -4.38)
H (2.01, -4.54, -2.96)
H (2.70, -2.56, -3.90)
H (1.27, -2.40, -4.87)
H (3.18, -4.61, -5.42)
H (2.15, -3.75, -6.55)
H (4.83, -3.05, -5.57)
H (3.74, -1.74, -5.74)
H (4.14, -2.75, -7.11)
H (-0.24, -1.03, -1.22)
H (-2.01, -1.31, -1.21)
H (-1.98, -0.96, 1.16)
H (-0.15, -0.85, 2.12)
H (-2.03, 2.59, 0.52)
H (-1.08, 1.80, 1.73)
H (-3.52, 2.20, 2.24)
H (-2.90, 0.64, 2.55)
H (-4.32, 1.46, 0.05)
H (-3.89, -0.17, 0.43)
H (-6.34, 0.69, 0.86)
H (-5.65, 1.33, 2.29)
H (-4.28, -3.43, 2.69)
H (-4.20, -2.62, 4.21)
H (-1.88, -1.87, 2.89)
H (-2.04, -3.52, 2.44)
H (-1.94, -3.06, 4.15)
H (-5.85, -3.67, 0.38)
H (-4.52, -2.61, 0.59)
H (-5.15, -1.31, -1.21)
H (-5.99, -2.75, -1.62)
H (-6.86, -1.51, -0.84)
C (1.52, 5.30, -4.44)
O (2.30, 4.48, -3.61)
C (3.07, 5.19, -2.65)
C (3.15, 4.46, -1.34)
O (1.96, 4.49, -0.56)
C (0.85, 3.71, -0.99)
C (1.01, 2.22, -0.84)
O (1.88, 1.70, -1.84)
C (2.66, 0.61, -1.40)
H (2.14, 5.87, -5.14)
H (0.85, 4.66, -5.00)
H (0.91, 6.00, -3.84)
H (2.64, 6.19, -2.48)
H (4.09, 5.31, -3.05)
H (3.88, 4.99, -0.72)
H (3.52, 3.44, -1.47)
H (0.55, 3.98, -2.00)
H (0.04, 4.01, -0.32)
H (0.04, 1.74, -0.95)
H (1.40, 1.99, 0.16)
H (3.16, 0.85, -0.45)
H (3.42, 0.42, -2.15)
H (2.05, -0.29, -1.26)
C (3.52, 6.97, 1.38)
O (4.86, 7.39, 1.59)
C (5.76, 6.95, 0.60)
C (6.82, 7.99, 0.31)
O (6.36, 9.11, -0.44)
C (5.51, 10.05, 0.19)
C (6.19, 10.92, 1.23)
O (6.44, 10.21, 2.43)
C (7.61, 10.61, 3.09)
H (3.40, 5.90, 1.55)
H (2.90, 7.52, 2.08)
H (3.19, 7.22, 0.36)
H (5.24, 6.71, -0.33)
H (6.27, 6.04, 0.96)
H (7.56, 7.52, -0.33)
H (7.33, 8.31, 1.22)
H (4.62, 9.58, 0.60)
H (5.19, 10.72, -0.62)
H (5.53, 11.77, 1.45)
H (7.13, 11.31, 0.81)
H (8.47, 10.62, 2.40)
H (7.81, 9.88, 3.87)
H (7.50, 11.60, 3.54)

Its total energy is -73538.8897 eV. The calculation puts the strongest force on any atom at 3.33 eV/A. The energy above the lowest of the compared OMol25 structures with the same formula, charge and spin is 22.6 kcal per mole. Its HOMO energy is -8.94 eV. The value obtained for the frontier orbital gap is 9.52 eV. As for the SMILES: CCCCCCCC[C@H](CCCCCC)OC[C@@H](O)OCCCCP(=O)(OCC)OCC.COCCOCCOC.COCCOCCOC. As for the LUMO energy: 0.5824 eV.

Results of the Löwdin charge analysis, in e, for atoms 1 through 8: C -0.10; C -0.26; C -0.21; C -0.21; C -0.23; C -0.19; C -0.19; C -0.13

***

[3]
# C5H5ClO

A single C5H5ClO molecule at a distorted geometry (wB97M-V/def2-TZVPD, the OMol25 dataset).

Positions of all 12 atoms, in Å:
C (-1.52, -0.78, -0.23)
C (-0.40, 0.12, 0.19)
C (0.09, 1.24, -0.44)
C (1.46, 1.02, 0.10)
O (2.48, 1.63, 0.07)
C (1.00, -0.33, 0.75)
Cl (1.71, -1.73, -0.15)
H (-1.12, -1.42, -0.91)
H (-2.37, -0.15, -0.67)
H (-2.09, -1.28, 0.58)
H (-0.34, 2.02, -1.08)
H (1.11, -0.33, 1.77)

Its total energy is -19833.9181 eV. The calculation puts the strongest force on any atom at 6.16 eV/A. The energy above the lowest of the compared OMol25 structures with the same formula, charge and spin is 25.3 kcal per mole. Its HOMO energy is -9.75 eV. The value obtained for the frontier orbital gap is 9.94 eV. As for the SMILES: CC1=CC(=O)[C@@H]1Cl. As for the LUMO energy: 0.1849 eV.

Results of the Löwdin charge analysis, in e, for atoms 1 through 8: C -0.05; C -0.22; C 0.06; C -0.45; O 0.12; C -0.49; Cl 0.61; H 0.02

***

[4]
# C3H6S2

A single C3H6S2 molecule at a distorted geometry (wB97M-V/def2-TZVPD, the OMol25 dataset).

Positions of all 11 atoms, in Å:
S (-0.60, -0.11, -1.90)
C (-0.60, 0.46, -0.19)
C (-0.51, -0.76, 0.92)
S (1.20, -0.42, 1.54)
C (0.99, 0.76, 0.02)
H (0.07, -1.33, -2.24)
H (-1.38, 1.10, 0.14)
H (-1.32, -0.53, 1.72)
H (-0.60, -1.66, 0.20)
H (1.56, 0.65, -0.90)
H (1.19, 1.86, 0.70)

Its total energy is -24875.4643 eV. The calculation puts the strongest force on any atom at 6.73 eV/A. The energy above the lowest of the compared OMol25 structures with the same formula, charge and spin is 74.8 kcal per mole. Its HOMO energy is -8.71 eV. The value obtained for the frontier orbital gap is 9.27 eV. As for the SMILES: SC1CSC1. As for the LUMO energy: 0.5608 eV.

Results of the Löwdin charge analysis, in e, for atoms 1 through 8: S 0.67; C -0.69; C -0.52; S 0.71; C -0.47; H -0.07; H 0.07; H 0.09

***

[5]
# C4H9O

2 unconnected molecules or ions with the total composition C4H9O at a distorted geometry (wB97M-V/def2-TZVPD, the OMol25 dataset).

Positions of all 14 atoms, in Å:
C (2.61, 0.64, -0.91)
O (2.04, 0.76, 0.31)
H (2.71, -0.45, -1.21)
H (3.58, 1.33, -1.01)
H (2.00, 1.16, -1.72)
C (-0.82, -0.06, 1.18)
C (-2.06, -0.58, 0.46)
C (-2.31, -0.84, -0.88)
H (-0.47, -0.85, 1.95)
H (-1.10, 0.90, 1.75)
H (0.13, 0.09, 0.36)
H (-2.97, -0.96, 1.04)
H (-3.23, -1.40, -1.10)
H (-1.51, -0.89, -1.66)

Its total energy is -6338.7660 eV. The calculation puts the strongest force on any atom at 3.28 eV/A. The energy above the lowest of the compared OMol25 structures with the same formula, charge and spin is 46.2 kcal per mole. Its HOMO energy is -2.10 eV. The value obtained for the frontier orbital gap is 6.12 eV. As for the net charge: -1. As for the LUMO energy: 4.0192 eV.

Results of the Löwdin charge analysis, in e, for atoms 1 through 8: C -0.51; O -0.47; H 0.03; H 0.04; H 0.01; C -0.16; C -0.29; C -0.07

***

[6]
# C3H5BrO

A single C3H5BrO molecule at a distorted geometry (wB97M-V/def2-TZVPD, the OMol25 dataset).

Positions of all 10 atoms, in Å:
C (-0.93, -0.63, 0.09)
C (-0.01, 0.41, 0.38)
Br (0.93, 0.01, 2.06)
C (1.21, 0.53, -0.71)
O (1.65, 1.51, -1.28)
H (-0.57, -1.62, 0.50)
H (-1.30, -0.69, -1.03)
H (-1.84, -0.44, 0.61)
H (-0.55, 1.43, 0.53)
H (1.41, -0.50, -1.13)

Its total energy is -75280.8353 eV. The calculation puts the strongest force on any atom at 5.34 eV/A. The energy above the lowest of the compared OMol25 structures with the same formula, charge and spin is 10.3 kcal per mole. Its HOMO energy is -9.96 eV. The value obtained for the frontier orbital gap is 10.39 eV. As for the SMILES: C[C@@H](Br)C=O. As for the LUMO energy: 0.4273 eV.

Results of the Löwdin charge analysis, in e, for atoms 1 through 8: C -0.23; C -0.74; Br 0.68; C -0.28; O 0.04; H 0.09; H 0.13; H 0.06

***

[7]
# C36H54O27

9 unconnected molecules or ions with the total composition C36H54O27 at a distorted geometry (wB97M-V/def2-TZVPD, the OMol25 dataset).

Positions of all 117 atoms, in Å:
C (3.58, 1.26, 1.89)
C (2.88, 2.52, 2.45)
C (2.52, 2.49, 3.95)
O (3.12, 3.61, 4.48)
C (3.82, 4.33, 3.52)
O (4.53, 5.33, 3.67)
O (3.78, 3.63, 2.36)
H (4.37, 0.85, 2.51)
H (4.05, 1.61, 0.97)
H (2.92, 0.43, 1.64)
H (2.03, 2.77, 1.81)
H (2.87, 1.57, 4.41)
H (1.44, 2.60, 4.02)
C (4.96, -6.94, 1.52)
C (3.75, -6.03, 1.64)
C (2.37, -6.62, 1.51)
O (1.69, -6.26, 2.73)
C (2.63, -5.95, 3.63)
O (2.44, -5.84, 4.80)
O (3.77, -5.74, 3.01)
H (4.99, -7.78, 2.22)
H (5.89, -6.37, 1.57)
H (5.03, -7.34, 0.51)
H (3.95, -5.12, 1.08)
H (2.35, -7.71, 1.52)
H (1.84, -6.22, 0.65)
C (-1.87, 3.66, -0.65)
C (-1.06, 4.98, -0.30)
C (-1.87, 5.99, 0.56)
O (-0.98, 6.19, 1.64)
C (0.05, 5.31, 1.67)
O (0.73, 5.08, 2.70)
O (0.06, 4.64, 0.47)
H (-1.25, 2.98, -1.23)
H (-2.78, 3.97, -1.18)
H (-2.24, 3.16, 0.24)
H (-0.63, 5.35, -1.23)
H (-2.88, 5.77, 0.92)
H (-1.98, 6.88, -0.07)
C (-2.79, 1.90, 3.27)
C (-2.01, 1.30, 4.40)
C (-2.56, -0.04, 4.90)
O (-1.52, -0.96, 4.75)
C (-0.54, -0.42, 4.02)
O (0.41, -1.07, 3.54)
O (-0.78, 0.86, 3.82)
H (-3.76, 2.37, 3.45)
H (-2.88, 1.07, 2.58)
H (-2.23, 2.63, 2.68)
H (-1.93, 2.05, 5.19)
H (-3.44, -0.36, 4.35)
H (-2.71, -0.06, 5.98)
C (-6.56, 2.79, -1.51)
C (-5.74, 2.54, -0.31)
C (-6.35, 1.82, 0.77)
O (-5.62, 0.68, 1.02)
C (-4.57, 0.64, 0.24)
O (-3.70, -0.23, 0.20)
O (-4.71, 1.60, -0.70)
H (-7.07, 1.97, -2.01)
H (-6.02, 3.23, -2.34)
H (-7.36, 3.49, -1.27)
H (-5.32, 3.46, 0.10)
H (-7.30, 1.45, 0.38)
H (-6.40, 2.46, 1.65)
C (4.84, 4.59, -1.56)
C (3.36, 4.76, -1.24)
C (2.55, 5.58, -2.30)
O (1.44, 4.79, -2.69)
C (1.65, 3.53, -2.35)
O (0.92, 2.57, -2.70)
O (2.66, 3.50, -1.42)
H (5.50, 5.45, -1.44)
H (5.05, 4.30, -2.59)
H (5.26, 3.79, -0.95)
H (3.13, 4.87, -0.18)
H (3.23, 5.81, -3.12)
H (2.39, 6.59, -1.91)
C (2.05, -5.64, -2.54)
C (0.79, -6.52, -2.48)
C (0.67, -7.49, -3.63)
O (0.62, -8.74, -2.98)
C (0.86, -8.58, -1.69)
O (0.87, -9.51, -0.87)
O (1.02, -7.31, -1.38)
H (1.88, -4.76, -3.15)
H (2.92, -6.12, -2.98)
H (2.43, -5.30, -1.58)
H (-0.05, -5.88, -2.20)
H (1.54, -7.56, -4.27)
H (-0.15, -7.15, -4.26)
C (-3.18, 0.30, -3.00)
C (-2.40, -0.48, -4.10)
C (-2.12, 0.39, -5.30)
O (-0.74, 0.17, -5.58)
C (-0.17, -0.36, -4.52)
O (1.02, -0.62, -4.45)
O (-1.10, -0.76, -3.64)
H (-3.28, -0.35, -2.13)
H (-4.22, 0.54, -3.20)
H (-2.81, 1.31, -2.81)
H (-2.80, -1.47, -4.30)
H (-2.19, 1.46, -5.09)
H (-2.72, 0.17, -6.19)
C (-0.23, 0.14, -0.62)
C (-0.17, -1.17, 0.12)
C (-0.45, -2.50, -0.62)
O (0.76, -3.20, -0.45)
C (1.67, -2.43, 0.13)
O (2.69, -2.86, 0.60)
O (1.23, -1.23, 0.38)
H (0.19, 0.04, -1.62)
H (0.26, 0.94, -0.06)
H (-1.22, 0.46, -0.96)
H (-0.80, -1.10, 1.01)
H (-0.70, -2.28, -1.66)
H (-1.39, -2.89, -0.24)

Its total energy is -93479.0170 eV. The calculation puts the strongest force on any atom at 5.37 eV/A. The energy above the lowest of the compared OMol25 structures with the same formula, charge and spin is 23.3 kcal per mole. Its HOMO energy (spin up / spin down) is -11.97 / -11.97 eV. The value obtained for the frontier orbital gap (spin up / spin down) is 10.20 / 2.50 eV. As for the net charge: +1. The spin multiplicity is 2. As for the LUMO energy (spin up / spin down): -1.7655 / -9.4694 eV.

Results of the Löwdin charge analysis, in e, for atoms 1 through 8: C 0.00; C -0.29; C -0.13; O 0.06; C -0.47; O 0.12; O 0.05; H 0.09

***

[8]
# C18H35MnN2O4P

A molecular structure, C18H35MnN2O4P at a distorted geometry (wB97M-V/def2-TZVPD, the OMol25 dataset).

Positions of all 61 atoms, in Å:
Mn (0.23, 0.16, -0.52)
C (2.03, 0.37, -0.42)
O (3.15, 0.56, -0.15)
C (0.41, -0.31, 1.19)
O (0.49, -0.49, 2.35)
C (-1.49, -0.08, 0.13)
O (-2.50, -0.23, 0.70)
C (1.83, -3.01, -0.78)
P (0.32, -1.97, -1.10)
H (0.11, -2.42, -3.47)
H (2.67, -2.34, -1.03)
C (-1.07, -3.21, -1.21)
H (-0.65, -4.03, -1.82)
C (1.87, -4.23, -1.69)
H (1.67, -3.98, -2.74)
H (1.14, -4.99, -1.37)
H (2.87, -4.68, -1.64)
C (1.99, -3.40, 0.70)
H (1.25, -4.15, 1.00)
C (-0.52, -0.33, -3.08)
H (1.91, -2.54, 1.37)
H (2.99, -3.84, 0.82)
C (1.87, -1.18, -3.31)
H (-0.38, 0.45, -2.26)
H (-0.31, 0.18, -4.03)
H (-1.57, -0.63, -3.10)
C (0.43, -1.53, -2.91)
H (1.85, -0.61, -4.25)
H (2.50, -2.06, -3.46)
H (2.34, -0.55, -2.54)
C (-2.33, -2.70, -1.91)
H (-2.76, -1.84, -1.37)
H (-3.07, -3.51, -1.93)
H (-2.14, -2.43, -2.95)
C (-1.44, -3.77, 0.16)
H (-1.84, -2.99, 0.82)
H (-0.61, -4.26, 0.67)
H (-2.23, -4.53, 0.03)
H (0.92, 1.90, -2.23)
H (0.75, 2.07, -1.49)
C (1.98, 3.18, 2.35)
N (0.59, 3.57, 2.44)
C (0.19, 4.11, 3.71)
C (-1.18, 4.72, 3.65)
C (-2.13, 3.87, 2.84)
N (-1.56, 3.59, 1.56)
C (-2.48, 3.19, 0.52)
C (-0.23, 3.35, 1.37)
O (0.24, 2.93, 0.28)
H (2.18, 2.75, 1.37)
H (2.21, 2.45, 3.14)
H (2.61, 4.07, 2.49)
H (0.23, 3.30, 4.46)
H (0.94, 4.87, 3.98)
H (-1.11, 5.72, 3.20)
H (-1.57, 4.82, 4.66)
H (-3.06, 4.40, 2.64)
H (-2.36, 2.93, 3.38)
H (-3.06, 2.31, 0.84)
H (-3.18, 4.02, 0.34)
H (-1.93, 2.96, -0.39)

Its total energy is -70962.6264 eV. The calculation puts the strongest force on any atom at 9.78 eV/A. Its HOMO energy (spin up / spin down) is -23.19 / -22.33 eV. The value obtained for the frontier orbital gap (spin up / spin down) is 6.54 / 5.12 eV. As for the net charge: +4. The spin multiplicity is 4. As for the LUMO energy (spin up / spin down): -16.6506 / -17.2122 eV.

Results of the Löwdin charge analysis, in e, for atoms 1 through 8: Mn 0.35; C -0.09; O 0.29; C -0.13; O 0.31; C -0.06; O 0.27; C -0.47